(1)
72
Properties=species:S:1:pos:R:3:forces:R:3 method="wB97M-V/def2-TZVPD" s2=8.944 largest_force_ev_per_a=1.01 total_energy_ev=-384998.423 homo_ev="-0.15 / -1.78" homo_lumo_gap_ev="3.9 / 5.5" multiplicity=6 molar_mass_g_mol=1019.29 relative_energy_ev=0.448 total_charge=-2
Mn -0.476 0.891 -0.346 -0.9 -0.4 -0.1
S 0.110 -4.166 5.219 0.1 0.0 0.0
C -1.042 -3.876 6.464 0.0 -0.1 -0.1
C -1.893 -2.878 6.108 0.0 0.1 0.0
C -1.607 -2.323 4.832 -0.1 0.0 0.0
C -0.529 -2.904 4.207 0.0 -0.1 0.0
C 0.061 -2.607 2.914 0.0 0.0 0.0
C -0.413 -1.516 2.148 -0.1 0.0 0.1
N 0.053 -1.178 0.979 0.2 0.0 -0.1
C 1.036 -1.943 0.413 -0.1 0.0 0.1
C 1.606 -3.049 1.104 0.1 -0.1 0.0
C 2.653 -3.792 0.439 -0.1 0.0 0.0
C 3.054 -3.469 -0.806 -0.1 0.1 -0.1
C 2.459 -2.364 -1.531 0.1 -0.1 0.0
C 2.809 -2.017 -2.816 0.1 0.0 -0.1
C 2.167 -0.941 -3.465 0.0 0.0 -0.1
C 1.193 -0.250 -2.729 0.0 0.0 -0.2
N 0.845 -0.538 -1.496 0.1 -0.1 0.2
C 1.449 -1.606 -0.874 0.0 0.1 -0.2
C 2.511 -0.553 -4.826 -0.1 0.0 0.0
C 3.473 -1.089 -5.649 0.1 0.0 -0.1
C 3.547 -0.460 -6.923 0.1 -0.1 0.1
C 2.649 0.550 -7.063 -0.1 0.0 0.0
S 1.691 0.730 -5.652 0.0 0.1 0.1
C 1.115 -3.356 2.355 -0.1 -0.1 0.1
H -1.027 -4.467 7.366 0.0 0.0 0.0
H -2.708 -2.542 6.737 0.0 0.0 0.0
H -2.191 -1.532 4.380 0.0 0.0 0.0
H -1.219 -0.888 2.521 0.0 0.0 0.0
H 3.100 -4.631 0.963 0.0 0.0 0.0
H 3.830 -4.043 -1.301 0.0 0.0 0.0
H 3.572 -2.598 -3.326 0.0 0.0 0.0
H 0.656 0.583 -3.171 0.0 0.0 0.0
H 4.115 -1.906 -5.348 0.0 0.0 0.0
H 4.246 -0.748 -7.698 0.0 0.0 0.0
H 2.487 1.194 -7.914 0.0 0.0 0.0
H 1.533 -4.203 2.893 0.0 0.0 0.0
C 3.333 1.718 2.284 0.0 -0.1 0.0
C 3.076 3.036 2.627 0.0 0.0 0.0
C 1.810 3.553 2.422 0.0 0.1 0.0
C 0.823 2.737 1.868 -0.1 0.1 0.0
N 1.082 1.471 1.539 0.0 0.0 -0.1
C 2.296 0.977 1.739 0.1 -0.1 0.1
C -0.542 3.212 1.546 0.1 0.0 0.0
C -1.089 4.329 2.175 0.0 0.1 0.1
C -2.341 4.796 1.811 0.0 0.0 0.0
C -3.045 4.141 0.804 0.0 0.0 0.0
C -2.508 3.016 0.192 -0.1 0.1 0.0
C -1.263 2.529 0.566 0.0 0.0 0.0
H 4.310 1.274 2.418 0.0 0.0 0.0
H 3.861 3.661 3.035 0.0 0.0 0.0
H 1.593 4.589 2.646 0.0 0.0 0.0
H 2.443 -0.058 1.448 0.0 0.0 0.0
H -0.540 4.833 2.964 0.0 0.0 0.0
H -2.765 5.661 2.306 0.0 0.0 0.0
H -4.021 4.500 0.500 0.0 0.0 0.0
H -3.074 2.513 -0.582 0.0 0.0 0.0
Br -6.599 -0.347 -3.802 0.0 0.0 0.0
C -5.247 -0.236 -2.472 0.1 0.0 0.1
C -5.514 -0.593 -1.164 0.1 0.0 0.0
Br -7.234 -1.214 -0.650 0.0 0.0 0.0
C -4.486 -0.493 -0.202 -0.1 0.0 0.0
Br -4.762 -0.960 1.621 0.0 0.0 0.0
C -3.204 -0.063 -0.522 0.0 0.0 0.0
O -2.238 0.028 0.331 0.3 0.1 0.0
C -2.919 0.319 -1.889 0.0 0.0 -0.1
O -1.733 0.740 -2.141 0.1 0.1 0.1
C -3.958 0.219 -2.818 -0.1 0.0 0.0
Br -3.516 0.735 -4.592 0.0 0.0 0.0
O 1.396 4.301 -2.213 -0.1 -0.1 0.1
C 1.001 3.289 -1.703 0.1 0.0 0.0
N 0.659 2.275 -1.199 0.3 0.3 -0.2

---

(2)
22
Properties=species:S:1:pos:R:3:forces:R:3 method="wB97M-V/def2-TZVPD" largest_force_ev_per_a=1.18 total_energy_ev=-13032.413 homo_ev=-13.70 homo_lumo_gap_ev=9.8 molar_mass_g_mol=142.18 relative_energy_ev=0.000 total_charge=+1
C -2.429 -0.814 0.926 0.3 0.1 -0.2
C -2.755 0.394 0.314 0.1 0.1 -0.1
C -1.186 -1.368 0.713 0.1 0.0 -0.1
C -1.807 1.012 -0.460 -0.7 0.1 0.3
C -0.259 -0.711 -0.103 -0.1 -0.2 0.4
C 0.386 1.203 -1.443 0.8 0.5 -0.6
C 1.456 -2.336 0.191 0.2 -0.5 0.3
N -0.588 0.482 -0.653 0.0 -0.6 0.4
O 1.511 2.039 1.418 -0.1 -0.1 -0.1
O 0.958 -1.132 -0.386 -0.3 0.5 -0.2
H -3.137 -1.313 1.567 -0.1 -0.1 0.1
H -3.724 0.845 0.451 0.0 0.1 0.0
H -0.922 -2.306 1.172 0.1 0.0 0.0
H -1.998 1.958 -0.945 0.1 0.0 0.0
H 0.254 0.980 -2.504 0.0 -0.1 0.1
H 0.262 2.272 -1.280 0.0 -0.2 0.0
H 1.389 0.910 -1.137 -0.2 0.2 0.0
H 1.476 -2.270 1.282 0.0 0.1 -0.1
H 2.472 -2.438 -0.184 -0.1 0.0 0.0
H 0.864 -3.198 -0.124 0.0 0.1 0.0
H 1.112 2.648 2.049 0.1 0.0 0.0
H 2.462 2.142 1.529 0.0 0.0 0.0

---

(3)
66
Properties=species:S:1:pos:R:3:forces:R:3 method="wB97M-V/def2-TZVPD" largest_force_ev_per_a=0.97 total_energy_ev=-83759.319 homo_ev="-5.92 / -5.92" homo_lumo_gap_ev="5.0 / 4.9" molar_mass_g_mol=592.19 relative_energy_ev=0.000 total_charge=0
Ca -0.264 -0.873 -0.457 0.0 -0.8 0.6
S 2.285 -0.519 -1.282 -0.2 0.1 -0.1
C 1.970 1.172 -1.027 0.4 0.2 0.0
N 2.857 1.926 -0.416 -0.2 -0.3 -0.1
N 2.772 3.252 -0.493 -0.1 0.1 0.0
C 3.186 4.035 0.592 0.1 0.0 -0.2
C 3.598 3.461 1.789 0.0 0.0 0.1
C 3.985 4.284 2.837 0.0 0.0 0.0
C 3.959 5.665 2.707 0.0 0.0 0.0
C 3.546 6.229 1.507 0.0 0.0 0.0
C 3.166 5.422 0.449 0.0 0.0 0.1
N 0.837 1.873 -1.458 -0.2 0.1 -0.1
N -0.215 1.235 -1.705 0.2 0.3 0.0
C -1.331 2.065 -2.034 0.1 -0.1 -0.1
C -1.424 3.405 -1.668 -0.1 0.0 0.0
C -2.547 4.129 -2.032 0.0 0.0 0.0
C -3.572 3.529 -2.754 0.0 0.0 0.0
C -3.478 2.191 -3.108 0.0 0.0 0.0
C -2.359 1.457 -2.743 0.0 0.0 0.0
H 2.070 3.638 -1.112 0.0 0.0 0.1
H 3.604 2.385 1.890 0.0 0.0 0.0
H 4.298 3.834 3.770 0.0 0.0 0.0
H 4.259 6.297 3.532 0.0 0.0 0.0
H 3.525 7.305 1.390 0.0 0.0 0.0
H 2.851 5.860 -0.492 0.0 0.0 0.0
H -0.636 3.855 -1.082 0.0 0.0 0.0
H -2.627 5.168 -1.741 0.0 0.0 0.0
H -4.444 4.106 -3.034 0.0 0.0 0.0
H -4.274 1.717 -3.667 0.0 0.0 0.0
H -2.264 0.416 -3.028 0.0 0.0 0.0
N -2.731 -3.806 -0.823 0.0 0.0 0.0
C -3.365 -2.582 -0.694 0.0 -0.1 0.1
C -4.752 -2.560 -0.921 0.0 0.0 0.0
C -5.439 -1.387 -0.724 0.0 0.0 0.0
C -4.751 -0.252 -0.300 0.0 0.0 0.0
C -3.393 -0.366 -0.125 0.0 0.0 0.1
N -2.696 -1.497 -0.322 0.0 0.1 -0.3
C -1.397 -4.207 -0.859 0.0 0.0 0.0
C -1.167 -5.589 -0.803 0.0 0.0 0.0
C 0.123 -6.053 -0.905 0.0 0.0 0.0
C 1.164 -5.141 -1.045 0.0 0.0 0.0
C 0.846 -3.804 -1.058 0.0 0.1 0.0
N -0.411 -3.326 -0.980 0.0 0.0 0.0
H -3.373 -4.578 -0.876 0.0 0.0 0.0
H -5.261 -3.457 -1.247 0.0 0.0 0.0
H -6.506 -1.352 -0.901 0.0 0.0 0.0
H -5.248 0.690 -0.125 0.0 0.0 0.0
H -2.813 0.487 0.214 0.0 0.0 0.0
H -1.997 -6.271 -0.675 0.0 0.0 0.0
H 0.319 -7.116 -0.869 0.0 0.0 0.0
H 2.195 -5.452 -1.121 0.0 0.0 0.0
H 1.628 -3.058 -1.126 0.0 0.0 0.0
Cl 5.124 -3.449 2.161 0.0 0.0 0.0
C 3.526 -2.738 2.192 0.0 0.0 0.0
C 3.379 -1.362 2.302 0.0 0.0 0.0
C 2.116 -0.808 2.306 0.0 0.0 0.0
C 0.945 -1.588 2.185 0.0 0.0 0.1
C -0.370 -0.984 2.052 0.0 0.3 -0.2
C 1.145 -2.980 2.117 0.0 0.0 -0.1
C 2.410 -3.549 2.115 0.0 0.0 0.0
H 4.255 -0.731 2.365 0.0 0.0 0.0
H 2.016 0.270 2.378 0.0 0.0 0.0
H -0.464 -0.015 2.543 0.0 0.0 0.1
H -1.195 -1.650 2.310 0.0 0.0 0.0
H 0.277 -3.633 2.072 0.0 0.0 0.0
H 2.528 -4.624 2.057 0.0 0.0 0.0

---

(4)
58
Properties=species:S:1:pos:R:3:forces:R:3 method="wB97M-V/def2-TZVPD" largest_force_ev_per_a=3.09 total_energy_ev=-34507.288 homo_ev=-9.69 homo_lumo_gap_ev=9.8 molar_mass_g_mol=344.40 relative_energy_ev=2.699 total_charge=0
O -17.241 14.437 -21.063 1.1 -0.9 1.0
C -17.813 15.060 -22.148 -2.0 1.1 1.2
C -19.182 14.440 -22.484 1.6 1.4 -2.0
O -18.873 13.281 -23.188 0.2 -2.4 -0.4
H -17.488 13.510 -21.060 0.0 -0.2 0.0
H -18.043 16.060 -21.780 0.0 0.4 -0.1
H -17.128 15.211 -22.981 -0.2 -0.6 -0.5
H -19.521 15.093 -23.289 -1.0 0.7 0.5
H -19.887 14.249 -21.675 0.2 0.4 0.2
H -19.590 13.044 -23.780 0.0 0.0 0.0
O -16.339 15.684 -25.777 1.7 -0.2 0.5
C -16.696 14.349 -26.126 -1.3 1.2 -0.7
C -17.967 14.507 -26.943 0.5 -2.6 -1.2
O -19.085 14.782 -26.195 -1.8 0.2 1.5
H -17.099 16.201 -25.501 -0.1 -0.3 0.0
H -15.947 13.787 -26.683 0.5 0.9 -0.3
H -16.857 13.672 -25.287 -0.4 0.4 0.4
H -18.128 13.503 -27.335 -0.4 -0.2 -0.1
H -18.011 15.101 -27.856 1.1 0.6 0.2
H -19.076 15.639 -25.764 0.2 0.1 -0.2
O -15.425 10.725 -18.722 -0.4 0.2 0.5
C -16.514 11.331 -19.351 -1.6 0.4 -1.1
C -17.732 11.789 -18.500 1.3 -0.1 0.5
O -18.868 12.054 -19.314 0.7 0.3 0.1
H -15.835 9.951 -18.328 0.5 -0.4 0.3
H -16.213 12.240 -19.870 0.5 -0.2 0.0
H -16.940 10.673 -20.108 0.1 -0.3 -0.4
H -17.317 12.676 -18.022 -1.0 0.4 0.2
H -18.027 11.094 -17.714 0.3 -0.3 0.1
H -19.131 11.184 -19.625 -0.3 0.0 -0.2
O -22.702 7.861 -24.346 -0.4 -0.3 -0.2
C -21.453 7.238 -24.464 1.7 -0.1 0.3
C -20.459 8.196 -25.087 -0.3 0.6 -0.9
O -19.385 7.575 -25.773 0.5 -0.6 0.4
H -23.379 7.264 -24.671 -0.1 0.0 0.1
H -21.016 7.013 -23.491 -0.4 -0.3 0.4
H -21.352 6.318 -25.039 -0.9 -0.2 -0.2
H -20.063 8.838 -24.300 0.1 0.3 -0.4
H -20.941 8.724 -25.909 -0.7 0.8 0.7
H -19.757 7.354 -26.630 0.4 -0.3 -0.1
C -15.782 7.222 -26.261 -1.1 0.8 0.9
O -16.554 7.250 -24.992 1.7 -0.6 -1.2
H -15.056 6.413 -26.338 -0.4 -0.2 0.6
H -16.463 7.155 -27.110 -0.1 -0.1 0.0
H -15.216 8.147 -26.371 0.0 0.1 0.1
H -17.362 7.752 -25.116 -0.1 -0.1 -0.5
C -16.994 10.412 -23.667 0.2 -0.5 2.0
O -16.510 11.699 -23.603 1.7 2.0 -1.6
H -16.149 9.735 -23.539 0.0 -0.1 -0.3
H -17.497 10.452 -22.700 -1.2 -1.7 -0.1
H -17.565 10.100 -24.542 -0.2 0.3 0.1
H -17.221 12.344 -23.628 -0.4 0.0 0.2
C -18.563 10.784 -26.817 1.5 0.7 0.0
O -18.778 10.833 -28.204 -0.6 -0.9 -0.3
H -17.648 11.362 -26.686 -0.3 0.6 0.6
H -19.450 11.199 -26.338 0.3 -0.1 0.7
H -18.232 9.812 -26.451 -0.7 -0.4 -0.1
H -19.511 10.217 -28.265 -0.2 0.0 -1.0

---

(5)
136
Properties=species:S:1:pos:R:3:forces:R:3 method="wB97M-V/def2-TZVPD" largest_force_ev_per_a=2.26 total_energy_ev=-156193.610 homo_ev=-11.69 homo_lumo_gap_ev=7.7 molar_mass_g_mol=1422.72 total_charge=+1
C 7.187 0.621 -0.159 0.2 0.1 0.9
C 6.269 1.324 0.855 -0.8 -0.3 -0.9
C 4.804 1.365 0.378 0.6 1.1 0.8
N 4.711 2.430 -0.644 0.0 -0.9 -0.4
N 3.420 2.591 -1.134 -0.2 -0.1 -0.1
C 2.489 3.540 -0.795 0.6 1.7 1.3
C 2.683 4.607 0.248 -0.2 -0.9 0.5
C 1.921 4.125 1.504 -0.5 1.0 0.4
O 1.132 4.831 2.099 0.9 -1.0 -0.7
C 1.372 3.383 -1.521 0.0 -0.8 -0.4
C 0.141 4.250 -1.476 0.3 -0.3 -0.5
C -1.213 3.538 -1.552 -0.1 0.2 0.5
C -1.431 2.454 -0.473 -1.1 0.4 -0.4
C -2.446 1.399 -0.968 0.4 0.1 0.3
C -2.970 0.551 0.199 0.7 -0.1 0.4
C -1.940 -0.515 0.618 -0.4 -0.3 -1.1
C -1.889 -1.687 -0.400 0.1 0.8 1.1
C -0.715 -2.611 -0.020 -0.7 0.0 -0.8
C 0.002 -3.287 -1.216 -0.4 -0.9 0.8
O -0.561 -2.964 -2.475 0.8 0.8 0.3
C 0.392 -2.856 -3.508 -0.3 -0.3 -0.7
N 1.669 2.264 -2.301 -1.7 -0.2 -1.0
I 0.474 1.352 -3.692 0.0 0.0 0.0
C 2.876 1.800 -2.064 1.2 -0.1 0.4
C 3.581 0.630 -2.666 0.4 -0.2 -0.4
O 3.604 0.797 -4.061 -0.2 0.0 0.0
C 4.072 -0.354 -4.755 0.4 -0.5 0.1
H 8.220 0.913 0.040 0.0 0.0 -0.2
H 7.144 -0.451 0.049 -0.1 0.0 -0.4
H 6.940 0.846 -1.196 0.0 0.0 0.1
H 6.559 2.368 1.010 0.2 -0.2 0.3
H 6.260 0.767 1.791 0.3 0.3 0.1
H 4.177 1.668 1.229 -0.2 -0.5 -0.1
H 4.488 0.402 -0.024 -0.1 0.1 -0.1
H 5.070 3.314 -0.306 -0.1 0.0 -0.1
H 2.259 5.560 -0.061 0.2 0.0 -0.1
H 3.743 4.740 0.483 -0.1 0.1 0.1
H 2.107 3.068 1.807 -0.1 0.3 0.0
H 0.258 4.987 -2.278 -0.2 0.0 0.1
H 0.201 4.799 -0.533 -0.1 0.0 -0.1
H -1.965 4.310 -1.363 0.1 0.0 -0.2
H -1.444 3.171 -2.551 0.2 -0.1 0.0
H -1.930 2.954 0.363 0.4 -0.1 0.2
H -0.505 2.002 -0.106 0.0 0.0 -0.1
H -1.920 0.808 -1.725 -0.3 -0.2 0.0
H -3.275 1.901 -1.478 0.1 0.1 0.1
H -3.093 1.208 1.063 -0.2 0.1 -0.2
H -3.950 0.112 0.006 0.1 -0.1 -0.1
H -0.945 -0.053 0.579 0.0 0.0 0.4
H -2.138 -0.901 1.621 0.1 0.1 0.0
H -1.791 -1.225 -1.382 0.1 -0.4 -0.1
H -2.852 -2.199 -0.337 0.1 -0.1 -0.3
H -0.010 -2.014 0.563 0.1 -0.2 0.0
H -1.130 -3.393 0.619 0.3 0.1 0.2
H 1.077 -3.080 -1.136 -0.1 0.2 -0.5
H -0.099 -4.375 -1.087 0.2 0.1 0.0
H 0.409 -3.787 -4.092 0.2 0.1 0.1
H 1.409 -2.633 -3.167 -0.1 0.0 0.2
H 0.087 -2.064 -4.202 -0.1 0.0 0.1
H 4.604 0.600 -2.270 -0.1 0.1 0.1
H 3.111 -0.328 -2.392 -0.2 0.2 0.1
H 3.407 -0.601 -5.582 0.0 0.2 0.0
H 4.131 -1.235 -4.104 -0.2 0.1 0.0
H 5.090 -0.198 -5.123 -0.1 0.2 -0.1
C -6.869 2.295 3.219 -0.1 0.7 0.1
C -6.102 1.191 2.462 0.1 0.0 0.8
C -6.925 0.213 1.617 0.0 -0.2 -0.4
F -7.804 -0.486 2.350 0.0 0.1 0.2
F -6.088 -0.685 1.034 0.1 0.1 0.0
F -5.315 0.525 3.333 -0.1 -0.2 -0.1
F -5.260 1.831 1.594 -0.4 0.1 -0.1
O -7.160 2.096 4.597 0.1 -0.8 -0.2
C -8.287 1.396 4.999 0.1 0.9 -0.6
C -7.932 0.100 5.737 0.1 -0.3 0.4
F -7.166 -0.706 4.977 0.0 0.1 -0.2
F -9.064 -0.572 6.040 -0.1 0.2 -0.1
F -9.117 1.186 3.960 0.0 -0.3 0.1
F -8.947 2.193 5.864 0.0 -0.2 0.2
H -6.196 3.152 3.223 0.1 -0.1 0.0
H -7.749 2.627 2.666 -0.1 -0.3 0.0
H -7.462 0.743 0.826 0.0 0.1 0.0
H -7.390 0.324 6.659 0.0 0.1 0.0
C 1.544 -6.886 -5.574 -0.5 0.4 0.3
C 1.878 -8.315 -6.047 0.1 0.5 -0.6
C 2.951 -9.087 -5.272 0.0 -0.5 0.2
F 4.148 -8.472 -5.305 0.0 0.3 -0.1
F 3.112 -10.307 -5.831 -0.2 0.1 -0.1
F 2.175 -8.283 -7.363 0.2 -0.1 0.1
F 0.728 -9.035 -5.925 0.0 0.0 0.3
O 2.145 -5.786 -6.257 0.6 -0.4 -0.3
C 3.403 -5.328 -5.919 -1.1 -0.3 0.6
C 4.422 -5.511 -7.048 0.3 0.1 -0.4
F 4.522 -6.797 -7.416 -0.1 -0.1 0.2
F 5.642 -5.105 -6.622 -0.1 0.1 0.1
F 3.805 -5.874 -4.757 0.3 0.0 -0.1
F 3.275 -3.995 -5.688 0.2 0.1 -0.2
H 0.481 -6.762 -5.781 0.0 -0.1 -0.2
H 1.637 -6.786 -4.492 0.3 -0.1 0.0
H 2.651 -9.225 -4.229 -0.1 0.1 0.0
H 4.133 -4.922 -7.921 -0.1 0.1 0.1
C -3.005 -7.998 3.531 -0.4 -0.5 0.2
C -1.635 -7.590 2.950 -0.6 0.4 -0.3
C -0.590 -7.028 3.920 0.5 -0.1 0.1
F -1.001 -5.900 4.524 -0.2 0.0 0.0
F 0.538 -6.722 3.230 -0.1 -0.1 -0.1
F -1.828 -6.738 1.918 0.1 0.1 0.1
F -1.091 -8.722 2.420 0.1 -0.1 0.3
O -4.093 -7.085 3.415 0.6 0.6 0.0
C -4.289 -6.079 4.346 0.0 -1.1 0.1
C -4.129 -4.686 3.730 -0.2 0.5 -0.2
F -2.911 -4.534 3.171 0.1 -0.1 0.0
F -4.259 -3.740 4.687 0.0 -0.2 0.1
F -3.503 -6.258 5.424 0.1 0.3 -0.1
F -5.563 -6.193 4.775 0.0 0.2 -0.1
H -3.323 -8.847 2.927 0.0 0.1 -0.1
H -2.915 -8.387 4.545 0.2 0.2 0.1
H -0.334 -7.767 4.683 -0.1 -0.1 0.0
H -4.886 -4.517 2.962 -0.1 -0.1 0.0
C 1.766 8.132 2.173 -0.3 -0.4 0.2
C 3.114 8.661 1.647 -0.7 0.4 -0.4
C 4.002 9.449 2.615 0.5 0.0 0.2
F 3.405 10.563 3.063 -0.2 0.0 -0.1
F 5.131 9.828 1.971 0.0 -0.2 -0.1
F 2.898 9.371 0.521 0.1 0.1 0.0
F 3.836 7.554 1.273 0.1 -0.1 0.3
O 0.590 8.881 1.887 0.5 0.7 -0.1
C 0.204 9.943 2.692 0.1 -1.0 0.3
C 0.240 11.282 1.947 -0.1 0.4 -0.3
F 1.466 11.536 1.451 0.1 -0.2 0.1
F -0.076 12.281 2.799 -0.1 -0.2 0.1
F 0.922 9.966 3.829 0.0 0.3 -0.1
F -1.075 9.707 3.050 -0.1 0.2 -0.1
H 1.603 7.194 1.646 0.0 0.1 -0.1
H 1.821 7.856 3.227 0.1 0.2 0.1
H 4.287 8.828 3.470 -0.1 -0.1 0.0
H -0.474 11.276 1.120 -0.1 -0.1 0.1